Density functional theory data (ωB97M-V/def2-TZVPD) for a cluster of 8 separate species, C48H108N4O8 in total at a distorted geometry.

Structure (XYZ):
```
168
Properties=species:S:1:pos:R:3:forces:R:3
C 6.34203 2.15837 -7.51368 0.3 -1.0 0.6
C 7.46817 1.61833 -8.48260 0.0 0.8 1.4
C 6.87780 1.62979 -9.88494 -1.5 -0.9 -0.1
C 6.91547 2.91682 -10.72784 0.5 -0.2 0.4
C 8.27320 3.63902 -10.55638 -1.7 -0.9 -1.1
C 8.64701 3.85640 -9.14909 -0.4 0.6 2.3
N 8.60255 2.57817 -8.42995 -0.2 -1.7 -2.8
O 9.26143 2.52940 -7.24377 0.3 0.5 1.0
C 10.09899 4.35680 -9.21650 -0.6 -0.8 1.0
C 7.76243 4.99993 -8.45006 0.4 -0.4 -0.4
C 7.95983 0.15883 -7.99296 -0.4 1.5 -0.7
H 6.66421 2.21217 -6.47377 0.7 0.6 0.1
H 5.53754 1.44716 -7.32640 -0.3 -0.2 -0.8
H 5.91579 3.11157 -7.82646 0.1 -0.1 -0.1
H 7.09789 0.69969 -10.40894 0.9 0.3 -0.4
H 5.82687 1.42686 -9.67888 -0.3 0.1 -0.2
H 6.07183 3.55881 -10.47445 0.1 0.3 0.6
H 6.65467 2.67884 -11.75908 0.6 -0.2 -0.2
H 8.22629 4.60766 -11.05400 0.4 -0.1 -0.3
H 9.07855 2.99167 -10.90344 -0.2 0.1 -0.8
H 9.90947 5.38568 -9.52241 1.4 0.0 -0.1
H 10.59699 4.17094 -8.26489 -0.2 1.0 0.3
H 10.69841 3.70000 -9.84690 -0.2 0.5 -0.7
H 8.09995 5.99039 -8.75528 0.3 0.0 0.1
H 6.69768 5.02044 -8.68240 0.0 -0.5 -0.2
H 7.82482 4.93554 -7.36376 0.2 0.1 0.1
H 7.29015 -0.64729 -8.29262 -0.5 0.3 0.0
H 8.05009 0.14284 -6.90682 0.1 0.0 -0.1
H 8.91102 -0.09736 -8.45956 0.2 0.3 0.1
H 8.74333 3.12295 -6.69525 0.0 0.2 1.0
C -4.01862 5.64760 -11.01070 -0.7 0.2 -0.5
C -4.69396 4.82912 -9.93064 -0.8 0.1 0.6
C -5.74303 3.85851 -10.72728 0.9 0.0 2.2
C -6.16661 2.63343 -9.87050 0.1 2.1 0.8
C -4.93528 1.84279 -9.57914 -1.0 -0.8 -1.3
C -3.77274 2.58769 -8.99156 3.7 0.1 1.4
N -3.59559 4.04610 -9.35751 -1.1 -2.3 -0.9
O -2.58993 4.75249 -8.64827 -1.1 -0.5 -0.6
C -3.81780 2.43486 -7.42058 -0.6 0.9 -0.9
C -2.46059 1.83570 -9.48305 -1.2 0.3 -0.6
C -5.42095 5.80191 -8.82341 0.3 -1.5 -0.4
H -3.13241 6.19221 -10.68490 -0.2 0.1 0.1
H -4.77293 6.30515 -11.44283 0.2 0.4 -0.2
H -3.72855 4.92353 -11.77206 0.2 0.2 -0.1
H -6.59358 4.47075 -11.02702 0.1 0.0 -0.1
H -5.23920 3.40554 -11.58114 0.1 0.5 -0.3
H -6.90741 2.04917 -10.41635 -0.2 0.0 0.4
H -6.46681 2.96336 -8.87596 -1.1 0.3 -0.1
H -4.83878 1.40299 -10.57180 1.5 -0.3 -0.1
H -5.17591 1.00137 -8.92936 0.1 0.0 0.1
H -4.72161 2.99618 -7.18359 -0.2 -0.2 0.7
H -3.88127 1.40858 -7.05890 -0.1 0.0 -0.3
H -2.98959 2.91545 -6.89981 0.1 0.0 -0.3
H -2.50471 0.80395 -9.13427 0.4 0.1 0.4
H -2.50224 1.72982 -10.56710 -0.1 0.2 -0.2
H -1.52569 2.36391 -9.29581 -0.2 -0.1 0.6
H -6.47808 6.02690 -8.96467 0.2 0.6 -1.2
H -4.78781 6.67011 -8.64051 -0.3 0.2 -0.2
H -5.60561 5.34089 -7.85312 0.9 -0.7 0.3
H -3.06824 5.12472 -7.90378 0.1 0.2 0.6
C -2.72861 -8.96691 7.45718 0.8 1.5 0.0
C -3.45787 -8.03097 6.38557 -1.2 -1.0 0.6
C -2.80199 -6.57023 6.21726 0.0 -2.3 -0.4
C -1.76454 -6.56827 5.08561 -1.1 -1.0 1.7
C -2.33936 -7.02050 3.75162 -0.2 0.6 0.6
C -2.97443 -8.44062 3.77690 0.2 -1.4 0.9
N -3.70300 -8.67531 5.04622 -1.4 2.0 1.2
O -4.47107 -9.89814 5.19032 1.4 1.0 -0.8
C -3.85716 -8.70579 2.52045 -0.6 0.9 0.6
C -1.90676 -9.50456 3.78325 1.4 -1.3 -0.8
C -4.85235 -7.85329 7.06582 -0.6 0.6 -1.1
H -3.06560 -9.97631 7.69304 -0.2 -0.1 -1.2
H -2.89344 -8.51004 8.43298 0.0 0.5 0.0
H -1.64346 -8.92428 7.36370 0.2 -0.4 -0.3
H -3.55771 -5.82324 5.97437 -0.2 -0.1 0.4
H -2.28084 -6.38173 7.15586 -0.3 0.4 0.1
H -1.07319 -7.35900 5.37694 0.7 0.3 0.0
H -1.30613 -5.58105 5.14362 0.3 -0.2 -0.7
H -1.42076 -6.91709 3.17406 -0.5 -0.7 -1.1
H -3.09124 -6.31616 3.39573 0.0 0.1 -0.1
H -4.71968 -8.04628 2.42443 0.2 0.8 0.3
H -3.24971 -8.53783 1.63113 0.0 -0.4 0.0
H -4.39722 -9.65259 2.52300 0.9 -0.5 0.0
H -1.50893 -9.85242 4.73657 0.0 1.0 0.4
H -2.27100 -10.47159 3.43640 -0.3 0.1 -0.5
H -1.07285 -9.21636 3.14321 0.2 -0.2 -0.1
H -5.50011 -8.72978 7.04950 0.6 -0.4 0.2
H -5.42676 -7.16174 6.44946 0.0 0.4 0.0
H -4.82766 -7.46584 8.08433 0.3 0.0 -0.1
H -5.27205 -9.64210 4.72722 -0.4 -0.2 0.1
C -6.80793 0.54372 9.07650 -0.8 -0.1 0.7
C -5.92970 1.62807 9.76563 -0.1 -0.7 -0.9
C -4.89643 0.77274 10.62913 -0.6 0.7 -1.2
C -3.54628 1.41460 10.81640 -1.1 0.6 -0.3
C -3.00942 1.81062 9.39434 -1.1 0.4 2.3
C -3.89951 2.87317 8.65802 -0.7 -0.2 0.7
N -5.36242 2.45051 8.68251 3.3 -1.0 1.0
O -6.25022 3.08122 7.80119 0.3 -0.2 0.6
C -3.74679 4.31616 9.33466 -0.1 -1.7 -0.5
C -3.38774 2.83673 7.20990 -0.8 2.0 0.0
C -6.76048 2.50169 10.67697 -0.9 0.4 0.5
H -6.49075 0.21874 8.08560 0.3 0.4 -0.1
H -7.85369 0.84869 9.03809 -0.1 0.1 -0.3
H -6.79558 -0.37707 9.65966 -0.1 0.0 0.2
H -5.44446 0.64491 11.56263 0.2 -0.4 0.1
H -4.77982 -0.18389 10.11986 0.0 -0.1 0.1
H -2.92527 0.78093 11.44959 0.4 -0.1 -0.5
H -3.78805 2.25869 11.46228 0.6 0.6 -0.2
H -2.95656 0.88122 8.82732 0.3 0.2 -0.3
H -2.03928 2.26236 9.60135 0.2 -0.1 -0.7
H -2.71552 4.65302 9.22926 -0.1 0.3 -0.2
H -4.49199 4.98603 8.90564 0.3 0.1 -0.3
H -3.97125 4.26731 10.40018 0.0 -0.2 0.0
H -3.76825 1.98945 6.63944 0.4 -0.2 0.2
H -3.78103 3.74153 6.74648 -0.4 0.0 -0.4
H -2.32063 3.04156 7.12365 0.2 -0.7 0.2
H -7.29157 1.98179 11.47431 0.2 -0.5 0.1
H -7.57630 2.97360 10.12939 0.2 0.3 -0.3
H -6.18486 3.28238 11.17425 0.2 0.0 -0.2
H -6.38812 2.37362 7.16725 -0.3 0.1 -0.5
C 1.99244 -0.78123 -0.71262 0.0 -0.7 1.4
C 3.03326 0.28626 -0.34538 -0.6 -0.3 -1.2
C 2.77860 1.16190 0.87238 -0.5 0.0 -0.3
O 4.29161 -0.28994 -0.16585 1.2 -0.4 -0.4
H 2.11311 -1.56568 0.03450 -0.7 0.1 0.9
H 2.12115 -1.46707 -1.54997 0.6 1.0 -0.9
H 0.98051 -0.37670 -0.73356 0.0 -0.2 0.2
H 3.09087 0.86576 -1.26677 0.4 0.6 0.2
H 1.85871 1.74350 0.81183 -0.1 0.0 -0.1
H 3.62307 1.84713 0.94603 -0.1 0.0 0.1
H 2.72720 0.56466 1.78274 0.1 -0.1 0.0
H 4.22272 -1.12841 0.29654 -0.1 -0.1 0.1
C 8.66552 6.16473 6.83424 -0.1 0.5 0.6
C 9.77850 7.23642 6.74187 -1.1 -2.8 4.2
C 10.59784 7.13759 8.08679 0.1 0.6 -0.9
O 10.48162 6.83241 5.66131 1.9 1.3 -2.9
H 8.20425 6.25156 5.85047 -0.6 -0.7 0.3
H 8.01140 6.17962 7.70602 -0.6 0.9 -0.3
H 9.10408 5.19220 7.05770 0.5 -0.2 -0.9
H 9.33154 8.22651 6.65213 0.4 0.0 -0.5
H 11.48161 7.76482 7.97000 0.0 0.2 0.4
H 10.96394 6.14062 8.33201 -0.1 -0.3 -0.6
H 10.01187 7.40068 8.96743 -0.1 0.5 -0.2
H 10.93000 5.98474 5.70617 -0.3 0.0 0.7
C -8.31279 0.31453 1.18044 0.2 -0.7 -0.4
C -7.97061 -0.80653 0.17223 -1.3 0.6 1.5
C -6.69439 -0.55684 -0.53992 0.9 0.7 -1.0
O -7.75741 -2.01415 0.82214 0.9 -1.9 1.2
H -7.40864 0.49559 1.76168 -0.1 0.5 0.0
H -9.09089 -0.02586 1.86366 -0.1 -0.1 0.0
H -8.72637 1.18136 0.66502 0.4 0.2 0.1
H -8.89017 -0.98682 -0.38456 0.3 0.5 -1.1
H -6.29089 -1.45383 -1.00971 -0.5 0.0 -0.5
H -5.86258 -0.26947 0.10320 -0.4 0.1 0.7
H -6.78036 0.28836 -1.22282 -0.1 -0.2 -0.4
H -8.32357 -2.18545 1.57825 -0.2 0.4 -0.1
C 6.96409 -8.35068 1.21945 -1.4 0.8 -1.0
C 6.18108 -6.98850 1.55849 2.7 -1.9 0.6
C 5.52764 -7.08150 2.93576 -0.6 0.4 -0.8
O 7.21966 -5.96080 1.56315 -1.3 -0.5 0.0
H 7.48621 -8.16518 0.28078 0.4 0.1 0.2
H 6.27302 -9.14473 0.93656 -0.3 -0.1 0.3
H 7.62895 -8.77833 1.96989 0.0 0.6 0.2
H 5.46357 -6.82917 0.75358 0.2 0.5 0.1
H 4.57272 -7.57647 2.75906 -0.1 -0.1 0.5
H 5.34649 -6.07527 3.31364 -0.2 0.0 0.0
H 6.10016 -7.61703 3.69308 0.2 -0.2 -0.3
H 7.57560 -6.10447 2.44307 0.5 0.4 0.1
```
Positions in Å, forces in eV/Å.

The calculation puts the total energy at -2714.1501 Ha. Its relative energy (zero: lowest compared OMol25 entry of this formula, charge and spin) is 876.00 kJ/mol. Its total charge is 0. The calculation puts the highest occupied orbital energy at -7.8135 eV. For the gap between HOMO and LUMO, the calculation gives 0.3024 Ha. The molar mass is 869.41 Da. As for the strongest force on any atom: 5.18 eV/Å. Its SMILES is CC1(C)CCCC(C)(C)N1O.CC1(C)CCCC(C)(C)N1O.CC1(C)CCCC(C)(C)N1O.CC1(C)CCCC(C)(C)N1O.CC(C)O.CC(C)O.CC(C)O.CC(C)O.

Atom charges from the Löwdin analysis, given in e for atoms 1 to 99:
1 C -0.0398
2 C -0.4330
3 C -0.1452
4 C -0.1468
5 C -0.1549
6 C -0.5213
7 N -0.1575
8 O -0.0031
9 C -0.0248
10 C -0.0124
11 C -0.0089
12 H 0.0701
13 H 0.0781
14 H 0.0686
15 H 0.1124
16 H 0.1057
17 H 0.0998
18 H 0.1062
19 H 0.1286
20 H 0.1220
21 H 0.0838
22 H 0.0794
23 H 0.0871
24 H 0.0695
25 H 0.0627
26 H 0.0713
27 H 0.0710
28 H 0.0692
29 H 0.0775
30 H 0.0846
31 C -0.0623
32 C -0.4433
33 C -0.0905
34 C -0.1952
35 C -0.1958
36 C -0.4474
37 N -0.1300
38 O 0.0004
39 C -0.0315
40 C -0.0302
41 C -0.0152
42 H 0.0822
43 H 0.0839
44 H 0.0796
45 H 0.1116
46 H 0.1069
47 H 0.1162
48 H 0.1058
49 H 0.1171
50 H 0.1237
51 H 0.0697
52 H 0.0793
53 H 0.0731
54 H 0.0762
55 H 0.0682
56 H 0.0758
57 H 0.0668
58 H 0.0691
59 H 0.0541
60 H 0.0815
61 C -0.0435
62 C -0.4159
63 C -0.1113
64 C -0.1978
65 C -0.1277
66 C -0.4874
67 N -0.1101
68 O -0.0161
69 C -0.0341
70 C -0.0579
71 C -0.0723
72 H 0.0778
73 H 0.0610
74 H 0.0638
75 H 0.1106
76 H 0.1120
77 H 0.1073
78 H 0.1141
79 H 0.1155
80 H 0.1168
81 H 0.0756
82 H 0.0884
83 H 0.0744
84 H 0.0830
85 H 0.0801
86 H 0.0819
87 H 0.0714
88 H 0.0718
89 H 0.0787
90 H 0.0900
91 C -0.0406
92 C -0.4789
93 C -0.1473
94 C -0.1825
95 C -0.1145
96 C -0.4453
97 N -0.1475
98 O 0.0047
99 C -0.0134